Record 1
{
  "formula": "C56H47N4O4PdSi",
  "method": "wB97M-V/def2-TZVPD",
  "largest_force_ev_per_a": 1.3,
  "homo_lumo_gap_ev": 5.68,
  "charge": 1,
  "homo_ha": -0.34548,
  "spin_multiplicity": 1,
  "symbols": ["Pd", "C", "O", "C", "C", "C", "C", "C", "C", "C", "C", "C", "C", "C", "N", "C", "C", "C", "C", "C", "C", "C", "C", "C", "C", "O", "C", "C", "C", "C", "N", "C", "C", "C", "C", "C", "C", "O", "C", "C", "C", "C", "C", "C", "C", "N", "C", "C", "N", "C", "C", "C", "C", "O", "C", "C", "C", "H", "H", "H", "H", "H", "H", "H", "H", "H", "H", "H", "H", "H", "H", "H", "H", "H", "H", "H", "H", "H", "H", "H", "H", "H", "H", "H", "H", "H", "H", "H", "H", "H", "H", "H", "H", "C", "Si", "C", "C", "C", "C", "C", "C", "C", "H", "H", "H", "H", "H", "H", "H", "H", "H", "H", "H"],
  "positions_angstrom": [[-0.898, -1.593, 0.337], [-5.941, 2.942, 7.344], [-5.611, 3.543, 6.103], [-4.820, 2.854, 5.257], [-4.573, 3.445, 4.016], [-3.805, 2.801, 3.071], [-3.240, 1.549, 3.329], [-3.464, 0.987, 4.588], [-4.245, 1.618, 5.541], [-2.480, 0.758, 2.334], [-1.201, 0.312, 2.696], [-0.497, 0.797, 3.842], [0.690, 0.142, 3.897], [0.742, -0.730, 2.768], [-0.418, -0.599, 2.039], [1.809, -1.579, 2.468], [1.840, -2.431, 1.365], [2.946, -3.279, 1.048], [2.588, -4.028, -0.025], [1.264, -3.632, -0.396], [0.467, -4.284, -1.344], [0.990, -5.540, -1.936], [0.368, -6.751, -1.644], [0.912, -7.958, -2.055], [2.101, -7.973, -2.780], [2.748, -9.092, -3.165], [2.330, -10.336, -2.625], [2.686, -6.761, -3.153], [2.143, -5.568, -2.725], [-0.831, -3.891, -1.672], [-1.512, -2.813, -1.172], [-2.740, -2.795, -1.781], [-3.781, -1.915, -1.510], [-5.097, -2.131, -2.165], [-6.191, -2.491, -1.382], [-7.455, -2.636, -1.930], [-7.650, -2.406, -3.290], [-8.841, -2.478, -3.914], [-9.988, -2.762, -3.134], [-6.553, -2.073, -4.088], [-5.297, -1.946, -3.534], [-3.712, -0.884, -0.565], [-4.756, 0.072, -0.357], [-4.400, 0.827, 0.712], [-3.121, 0.366, 1.154], [-2.706, -0.658, 0.336], [-2.823, -3.881, -2.707], [-1.645, -4.550, -2.648], [0.843, -2.630, 0.445], [2.951, -1.615, 3.413], [3.220, -2.770, 4.140], [4.228, -2.808, 5.091], [5.021, -1.683, 5.311], [6.016, -1.614, 6.218], [6.294, -2.770, 6.990], [4.787, -0.532, 4.556], [3.762, -0.499, 3.635], [-6.605, 3.638, 7.847], [-5.051, 2.777, 7.956], [-6.457, 1.989, 7.197], [-5.010, 4.416, 3.820], [-3.604, 3.301, 2.131], [-3.045, 0.014, 4.812], [-4.408, 1.124, 6.488], [-0.864, 1.556, 4.511], [1.473, 0.253, 4.627], [3.871, -3.310, 1.596], [3.176, -4.788, -0.506], [-0.541, -6.752, -1.054], [0.406, -8.880, -1.802], [3.151, -11.028, -2.789], [1.437, -10.707, -3.132], [2.132, -10.255, -1.554], [3.578, -6.786, -3.765], [2.609, -4.635, -3.020], [-6.046, -2.672, -0.324], [-8.277, -2.925, -1.291], [-10.830, -2.742, -3.818], [-10.137, -2.006, -2.359], [-9.922, -3.750, -2.672], [-6.715, -1.908, -5.145], [-4.456, -1.666, -4.157], [-5.644, 0.168, -0.957], [-4.970, 1.625, 1.153], [-3.676, -4.094, -3.329], [-1.348, -5.413, -3.219], [2.618, -3.656, 3.978], [4.382, -3.719, 5.651], [7.143, -2.519, 7.618], [6.554, -3.619, 6.352], [5.443, -3.036, 7.621], [5.432, 0.324, 4.703], [3.593, 0.397, 3.049], [0.830, -1.298, -2.702], [0.011, -0.169, -1.431], [-1.515, 0.692, -2.139], [1.237, 1.200, -0.965], [1.650, 2.006, -2.031], [2.521, 3.063, -1.830], [2.999, 3.344, -0.559], [2.597, 2.558, 0.509], [1.727, 1.497, 0.302], [1.247, -0.670, -3.494], [0.128, -2.000, -3.153], [1.654, -1.863, -2.268], [-1.169, 1.436, -2.861], [-2.075, 1.217, -1.364], [-2.186, -0.004, -2.643], [1.288, 1.804, -3.034], [2.823, 3.673, -2.671], [3.677, 4.173, -0.404], [2.950, 2.770, 1.511], [1.423, 0.904, 1.140]],
  "forces_ev_per_angstrom": [[-0.2, -0.3, 0.3], [0.0, -0.1, 0.0], [0.0, 0.1, 0.0], [0.2, -0.2, -0.1], [-0.1, 0.1, 0.1], [0.2, 0.0, 0.0], [-0.1, 0.2, 0.3], [0.0, 0.0, -0.4], [-0.1, 0.0, 0.1], [0.3, -0.2, -0.3], [-0.4, 0.3, -0.2], [0.2, -0.1, 0.2], [-0.2, 0.2, 0.0], [0.1, -0.3, -0.2], [0.1, -0.2, -0.5], [-0.2, 0.0, -0.2], [0.1, 0.4, 0.1], [0.0, -0.2, -0.2], [0.2, 0.1, 0.2], [-0.5, -0.2, 0.0], [-0.1, 0.2, 0.2], [0.1, -0.3, -0.1], [0.1, 0.2, 0.1], [0.0, -0.2, -0.1], [-0.1, 0.1, 0.0], [0.1, 0.0, 0.0], [-0.1, 0.0, 0.0], [0.1, -0.1, 0.0], [-0.1, 0.1, -0.1], [0.4, 0.0, 0.0], [0.1, 0.3, 0.5], [-0.2, 0.2, 0.1], [0.1, 0.1, 0.3], [-0.2, 0.0, 0.0], [0.2, 0.0, -0.1], [-0.2, 0.0, 0.0], [0.2, 0.0, 0.2], [0.0, 0.0, -0.1], [-0.1, 0.0, 0.1], [-0.1, 0.0, -0.1], [0.1, 0.1, 0.1], [0.0, -0.3, -0.2], [0.1, 0.2, 0.2], [-0.2, -0.1, -0.2], [0.2, -0.2, 0.4], [0.4, -0.2, -0.1], [0.2, -0.2, -0.1], [-0.3, 0.1, -0.1], [-0.4, 0.3, -0.1], [0.2, -0.1, 0.2], [-0.1, 0.2, 0.0], [0.2, -0.1, 0.1], [-0.2, -0.1, -0.1], [0.1, 0.0, 0.0], [0.0, -0.1, 0.0], [0.1, 0.1, 0.1], [0.0, -0.1, -0.2], [0.0, 0.0, 0.0], [0.0, 0.0, 0.0], [0.0, 0.0, 0.0], [0.0, 0.0, 0.0], [0.0, 0.0, -0.1], [0.0, 0.0, 0.0], [0.0, 0.1, 0.0], [0.0, 0.0, 0.0], [0.0, 0.0, 0.0], [0.0, 0.0, 0.0], [-0.1, -0.1, 0.0], [0.0, 0.0, 0.0], [0.0, 0.0, 0.0], [0.0, 0.0, 0.0], [0.0, 0.0, 0.0], [0.1, 0.0, 0.0], [0.0, 0.0, 0.0], [0.0, 0.0, 0.0], [0.0, 0.0, 0.0], [0.0, 0.0, 0.0], [0.0, 0.0, 0.0], [0.0, 0.0, 0.0], [0.0, 0.0, 0.0], [0.0, 0.0, 0.0], [0.0, 0.0, -0.1], [0.0, -0.1, 0.0], [0.0, 0.0, 0.1], [0.0, 0.0, 0.0], [0.0, 0.0, 0.0], [0.0, 0.0, 0.0], [0.0, 0.0, 0.0], [0.0, 0.0, 0.0], [0.0, 0.0, 0.0], [0.0, 0.0, 0.0], [0.0, 0.0, 0.0], [0.0, 0.1, 0.0], [-0.2, 0.2, 0.4], [0.2, 0.6, -1.1], [0.2, -0.3, 0.2], [-0.3, -0.5, 0.4], [-0.1, -0.2, -0.1], [0.0, 0.1, -0.1], [0.0, 0.0, 0.1], [0.0, 0.0, 0.0], [0.0, 0.1, -0.1], [0.0, 0.1, 0.1], [0.0, 0.1, 0.0], [0.0, 0.0, 0.0], [0.1, -0.1, 0.0], [0.1, 0.0, 0.0], [0.0, 0.0, 0.0], [0.0, 0.1, 0.0], [0.0, 0.0, 0.0], [0.0, 0.0, 0.0], [0.0, 0.0, 0.0], [-0.1, -0.2, 0.3]]
}

***

Record 2
{
  "formula": "C56H48BiGeN8O4P",
  "method": "wB97M-V/def2-TZVPD",
  "largest_force_ev_per_a": 0.5,
  "s_squared": 0.76,
  "homo_lumo_gap_ev": [6.34, 6.97],
  "charge": 1,
  "homo_ha": [-0.31932, -0.37510],
  "spin_multiplicity": 2,
  "symbols": ["Bi", "O", "C", "C", "C", "C", "C", "C", "C", "O", "N", "N", "C", "C", "C", "C", "C", "C", "N", "H", "H", "H", "H", "H", "H", "H", "H", "H", "H", "O", "C", "O", "C", "P", "C", "C", "C", "C", "C", "C", "C", "C", "C", "C", "C", "C", "H", "H", "H", "H", "H", "H", "H", "H", "H", "H", "H", "H", "C", "C", "N", "C", "C", "N", "C", "N", "N", "N", "C", "C", "C", "C", "C", "C", "H", "H", "H", "H", "H", "H", "H", "H", "H", "H", "H", "C", "C", "C", "C", "C", "C", "Ge", "C", "C", "C", "C", "C", "C", "C", "C", "C", "C", "C", "C", "H", "H", "H", "H", "H", "H", "H", "H", "H", "H", "H", "H", "H", "H", "H"],
  "positions_angstrom": [[0.805, 0.178, -0.556], [4.776, 0.888, 3.151], [3.869, 0.289, 3.951], [4.113, 0.301, 5.321], [3.258, -0.352, 6.189], [2.144, -1.035, 5.709], [1.878, -1.009, 4.353], [2.710, -0.330, 3.465], [2.362, -0.292, 2.029], [1.110, -0.161, 1.696], [3.340, -0.412, 1.169], [2.857, -0.454, -0.121], [3.554, -1.072, -1.069], [2.852, -1.496, -2.210], [3.445, -2.227, -3.266], [2.668, -2.725, -4.268], [1.269, -2.508, -4.242], [0.744, -1.772, -3.223], [1.501, -1.247, -2.231], [4.593, 0.621, 2.233], [4.997, 0.811, 5.681], [3.475, -0.349, 7.250], [1.490, -1.569, 6.386], [1.020, -1.540, 3.954], [4.597, -1.315, -0.905], [4.515, -2.388, -3.243], [3.111, -3.303, -5.067], [0.623, -2.912, -5.008], [-0.321, -1.586, -3.159], [-3.140, 0.403, 2.543], [-2.174, 0.112, 1.894], [-1.376, 0.999, 1.275], [-1.752, -1.340, 1.749], [-1.077, -1.688, 0.103], [-0.377, -3.359, 0.092], [0.969, -3.469, 0.455], [1.601, -4.702, 0.443], [0.896, -5.836, 0.065], [-0.440, -5.735, -0.294], [-1.077, -4.502, -0.287], [-2.552, -1.621, -0.942], [-2.580, -0.753, -2.031], [-3.692, -0.700, -2.858], [-4.786, -1.509, -2.598], [-4.783, -2.353, -1.493], [-3.675, -2.406, -0.665], [-2.611, -1.983, 1.924], [-0.991, -1.538, 2.507], [1.526, -2.593, 0.768], [2.645, -4.772, 0.721], [1.387, -6.800, 0.051], [-0.992, -6.618, -0.586], [-2.110, -4.443, -0.597], [-1.742, -0.094, -2.233], [-3.695, -0.024, -3.703], [-5.650, -1.478, -3.250], [-5.648, -2.964, -1.273], [-3.703, -3.038, 0.214], [-1.125, 3.627, -2.077], [-1.052, 2.696, -3.240], [-0.322, 1.599, -3.293], [-0.559, 1.042, -4.537], [-1.429, 1.814, -5.232], [-1.749, 2.864, -4.396], [-2.626, 3.959, -4.782], [-3.792, 4.066, -3.958], [-3.916, 5.091, -3.070], [-5.027, 4.984, -2.457], [-5.682, 3.859, -2.929], [-6.922, 3.319, -2.583], [-7.319, 2.181, -3.248], [-6.511, 1.592, -4.243], [-5.285, 2.114, -4.591], [-4.890, 3.264, -3.903], [-0.117, 3.834, -1.723], [-1.697, 3.181, -1.257], [-1.599, 4.574, -2.325], [-0.062, 0.141, -4.855], [-1.822, 1.737, -6.232], [-2.933, 3.759, -5.807], [-2.110, 4.915, -4.744], [-7.535, 3.782, -1.821], [-8.276, 1.733, -3.016], [-6.869, 0.703, -4.748], [-4.680, 1.666, -5.370], [-1.970, 1.732, 6.799], [-1.183, 0.805, 6.131], [-0.834, 1.020, 4.807], [-1.270, 2.159, 4.136], [-2.054, 3.092, 4.816], [-2.399, 2.878, 6.144], [-0.856, 2.517, 2.285], [1.007, 3.007, 2.082], [1.643, 3.335, 3.281], [2.928, 3.865, 3.274], [3.594, 4.062, 2.075], [2.968, 3.745, 0.877], [1.678, 3.231, 0.883], [-1.986, 3.903, 1.560], [-3.363, 3.700, 1.445], [-4.193, 4.746, 1.075], [-3.657, 6.003, 0.817], [-2.291, 6.214, 0.927], [-1.455, 5.167, 1.302], [-2.249, 1.564, 7.831], [-0.838, -0.086, 6.640], [-0.205, 0.299, 4.294], [-2.401, 3.987, 4.312], [-3.010, 3.605, 6.664], [1.140, 3.170, 4.227], [3.410, 4.117, 4.210], [4.597, 4.467, 2.071], [3.479, 3.908, -0.065], [1.187, 3.058, -0.064], [-3.781, 2.722, 1.659], [-5.261, 4.588, 0.991], [-4.308, 6.816, 0.523], [-1.874, 7.193, 0.726], [-0.389, 5.343, 1.398]],
  "forces_ev_per_angstrom": [[-0.1, 0.3, 0.4], [0.0, 0.0, 0.0], [0.1, 0.0, 0.0], [0.0, 0.0, 0.1], [0.0, 0.0, 0.0], [0.0, 0.0, 0.0], [0.0, 0.0, 0.0], [0.0, 0.0, -0.1], [0.2, 0.0, 0.1], [0.1, -0.1, -0.2], [-0.1, 0.0, 0.0], [0.0, 0.0, -0.1], [0.0, 0.0, 0.0], [0.0, -0.1, 0.0], [0.0, 0.0, 0.0], [0.0, 0.0, 0.0], [0.0, -0.1, -0.1], [0.0, 0.1, 0.2], [0.0, 0.0, -0.2], [0.0, 0.0, -0.1], [0.0, 0.0, 0.0], [0.0, 0.0, 0.0], [0.0, 0.0, 0.0], [0.0, 0.0, 0.0], [0.0, 0.0, 0.0], [0.0, 0.0, 0.0], [0.0, 0.0, 0.0], [0.0, 0.0, 0.0], [0.0, 0.0, 0.0], [0.0, 0.2, -0.1], [-0.2, 0.0, 0.0], [0.3, -0.2, 0.3], [0.2, 0.1, 0.0], [-0.1, -0.3, -0.2], [0.1, 0.0, 0.0], [-0.1, 0.0, 0.1], [0.0, 0.0, 0.0], [0.0, 0.0, 0.0], [0.0, 0.0, 0.0], [0.0, 0.0, -0.1], [0.0, -0.1, 0.0], [0.1, 0.0, 0.0], [0.0, 0.0, 0.0], [0.0, 0.0, 0.0], [0.0, 0.0, 0.0], [0.0, 0.1, 0.1], [0.0, 0.0, 0.1], [0.1, 0.0, -0.1], [0.0, 0.0, 0.0], [0.0, 0.0, 0.0], [0.0, 0.0, 0.0], [0.0, 0.0, 0.0], [0.0, 0.0, 0.0], [0.0, 0.0, 0.0], [0.0, 0.0, 0.0], [0.0, 0.0, 0.0], [0.0, 0.0, 0.0], [0.0, -0.1, 0.0], [0.0, -0.1, 0.0], [0.0, 0.0, 0.0], [-0.1, -0.1, 0.0], [0.2, 0.1, 0.1], [0.0, -0.1, 0.0], [0.0, 0.1, -0.2], [0.0, -0.1, 0.1], [0.1, 0.1, 0.0], [-0.1, -0.1, 0.0], [0.0, -0.1, 0.0], [0.0, 0.1, 0.2], [0.0, -0.1, 0.0], [0.0, 0.0, 0.0], [0.0, 0.0, 0.0], [0.0, 0.0, -0.1], [0.0, 0.0, 0.0], [0.0, 0.0, 0.1], [0.0, 0.1, 0.0], [0.0, 0.0, 0.0], [0.0, 0.0, 0.0], [0.0, 0.0, 0.0], [0.0, 0.1, -0.1], [0.0, 0.0, 0.1], [0.0, 0.0, 0.0], [0.0, 0.0, 0.0], [0.0, 0.0, 0.0], [0.0, 0.0, 0.0], [0.0, 0.0, 0.0], [0.0, 0.0, 0.0], [0.1, 0.0, -0.1], [-0.2, 0.1, 0.0], [0.0, -0.1, 0.1], [0.0, 0.0, 0.0], [-0.4, 0.3, -0.1], [-0.1, -0.2, 0.1], [0.2, -0.1, -0.1], [0.0, 0.0, 0.0], [0.0, 0.0, 0.0], [0.0, -0.1, 0.0], [0.1, 0.1, 0.0], [0.0, 0.1, 0.1], [0.0, 0.0, 0.0], [0.0, 0.0, -0.1], [0.0, 0.0, 0.0], [0.0, 0.0, 0.0], [-0.1, 0.0, 0.0], [0.0, 0.0, 0.0], [0.0, 0.0, 0.0], [-0.1, 0.1, 0.0], [0.0, 0.0, 0.0], [0.0, 0.0, 0.0], [0.0, 0.0, 0.0], [0.0, 0.0, 0.0], [0.0, 0.0, 0.0], [0.0, 0.0, 0.0], [-0.1, 0.0, -0.1], [0.0, 0.0, 0.0], [0.0, 0.0, 0.0], [0.0, 0.0, 0.0], [0.0, 0.0, 0.0], [0.0, 0.0, 0.0]]
}